No. 1
A cluster of 3 separate species, C2H10O2S2 in total, computed with ωB97M-V/def2-TZVPD.

Last column: Mulliken charge in e.
Positions of all 16 atoms, in Å:
C -0.293 0.282 -2.124  -0.48
S -1.022 0.458 -0.391  -0.10
S 0.599 -0.109 0.723  -0.10
C 0.292 0.567 2.344  -0.74
H 0.636 0.723 -1.898  0.10
H -1.009 0.942 -2.708  0.28
H -0.569 -0.741 -2.321  0.26
H 0.315 1.660 2.304  0.28
H 0.950 0.281 3.296  0.29
H -0.724 0.235 2.622  0.25
O -1.972 -3.172 0.575  -0.63
H -1.035 -3.284 0.799  0.32
H -2.107 -2.184 0.664  0.32
O 2.591 1.600 -1.452  -0.64
H 1.998 2.052 -0.880  0.29
H 3.370 2.209 -1.490  0.31

LUMO ... 0.54 eV
SMILES string ... CSSC.O.O

No. 2
A cluster of 3 separate species, C2H10O2S2 in total, computed with ωB97M-V/def2-TZVPD.

Last column: Mulliken charge in e.
Positions of all 16 atoms, in Å:
C -1.427 0.656 1.480  -0.80
S -0.683 -0.124 3.034  -0.07
S 0.258 -1.846 2.293  -0.08
C -1.248 -2.532 1.525  -0.66
H -0.929 0.158 0.634  0.27
H -1.433 1.738 1.464  0.32
H -2.497 0.275 1.641  0.26
H -0.852 -2.972 0.604  0.25
H -2.021 -1.756 1.460  0.20
H -1.673 -3.297 2.165  0.30
O -0.853 0.368 -4.882  -0.64
H 0.037 0.450 -5.241  0.32
H -0.811 -0.446 -4.368  0.32
O 4.481 3.453 -0.604  -0.64
H 4.248 2.552 -0.859  0.32
H 5.403 3.324 -0.346  0.32

LUMO ... 0.41 eV
SMILES string ... CSSC.O.O

How do the records compare in molecular weight? In the order shown, they have 130.23 130.23 g/mol.